{"formula": "C45H94CdNO21Zn", "method": "ωB97M-V with the def2-TZVPD basis set", "species": ["Zn", "Cd", "C", "C", "C", "C", "C", "C", "N", "O", "C", "C", "C", "H", "H", "H", "H", "H", "H", "H", "H", "H", "H", "H", "H", "H", "H", "H", "H", "H", "H", "C", "C", "C", "O", "C", "C", "C", "O", "O", "O", "H", "H", "C", "C", "C", "O", "C", "C", "C", "O", "O", "O", "H", "H", "C", "C", "O", "H", "H", "H", "H", "H", "H", "C", "C", "O", "H", "H", "H", "H", "H", "H", "C", "C", "O", "H", "H", "H", "H", "H", "H", "C", "C", "O", "H", "H", "H", "H", "H", "H", "C", "C", "O", "H", "H", "H", "H", "H", "H", "C", "C", "O", "H", "H", "H", "H", "H", "H", "C", "C", "O", "H", "H", "H", "H", "H", "H", "C", "C", "O", "H", "H", "H", "H", "H", "H", "C", "C", "O", "H", "H", "H", "H", "H", "H", "C", "C", "O", "H", "H", "H", "H", "H", "H", "C", "C", "O", "H", "H", "H", "H", "H", "H", "C", "C", "O", "H", "H", "H", "H", "H", "H"], "positions_angstrom": [[0.790, 1.075, 2.709], [-1.576, -1.384, -4.397], [1.608, -2.345, 4.902], [2.020, -1.292, 5.929], [2.844, -1.927, 7.067], [4.327, -2.215, 6.676], [4.954, -1.044, 5.992], [4.144, -0.362, 4.845], [2.754, -0.154, 5.276], [1.938, 0.578, 4.378], [4.342, -1.269, 3.556], [4.823, 1.023, 4.629], [0.692, -0.816, 6.688], [0.872, -3.059, 5.273], [2.468, -2.904, 4.532], [1.172, -1.923, 3.996], [2.440, -2.914, 7.294], [2.797, -1.310, 7.965], [4.373, -3.146, 6.109], [4.844, -2.421, 7.614], [5.914, -1.417, 5.631], [5.166, -0.283, 6.744], [4.420, -2.327, 3.805], [5.264, -0.982, 3.049], [3.517, -1.116, 2.859], [4.556, 1.468, 3.669], [5.900, 0.947, 4.467], [4.619, 1.772, 5.394], [0.850, -0.105, 7.499], [0.156, -1.676, 7.092], [0.000, -0.384, 5.964], [0.719, -2.928, -7.536], [1.726, -2.356, -8.216], [2.299, -1.030, -7.826], [3.281, -0.503, -8.460], [1.783, -0.319, -6.772], [0.697, -0.855, -5.998], [0.122, -2.290, -6.380], [-0.793, -2.764, -5.695], [0.120, -0.365, -5.010], [2.208, -3.057, -9.195], [0.324, -3.905, -7.773], [2.244, 0.593, -6.420], [-1.243, 0.986, -0.976], [-0.454, 0.754, 0.104], [0.347, -0.528, 0.338], [0.959, -0.782, 1.466], [0.346, -1.529, -0.630], [-0.429, -1.399, -1.842], [-1.292, -0.050, -1.971], [-1.975, 0.051, -3.010], [-0.520, -2.169, -2.821], [-0.361, 1.705, 0.963], [-1.794, 1.902, -1.124], [0.856, -2.477, -0.542], [2.835, 4.252, 0.959], [3.013, 3.113, 1.951], [2.353, 1.928, 1.560], [3.224, 3.988, -0.025], [3.343, 5.168, 1.263], [1.802, 4.564, 0.802], [2.751, 3.448, 2.953], [4.087, 2.917, 1.970], [2.687, 1.582, 0.729], [3.376, -2.201, -2.734], [2.778, -3.274, -3.576], [1.700, -3.920, -2.864], [4.315, -1.805, -3.121], [3.438, -2.528, -1.695], [2.699, -1.346, -2.698], [3.571, -4.005, -3.734], [2.438, -2.872, -4.531], [1.032, -3.250, -2.687], [-1.914, -3.872, 0.603], [-0.937, -4.904, 0.014], [-0.232, -5.384, 1.174], [-2.720, -4.299, 1.200], [-2.288, -3.257, -0.217], [-1.379, -3.158, 1.231], [-0.258, -4.388, -0.665], [-1.542, -5.683, -0.449], [0.544, -4.822, 1.274], [3.346, -5.021, 0.777], [3.179, -3.792, 1.694], [1.816, -3.661, 1.918], [4.419, -5.188, 0.669], [3.016, -4.793, -0.237], [2.888, -5.890, 1.248], [3.610, -2.861, 1.324], [3.568, -3.989, 2.694], [1.520, -2.748, 1.846], [-4.422, 2.256, -2.916], [-5.283, 1.469, -1.953], [-5.709, 2.305, -0.882], [-3.592, 2.703, -2.369], [-4.979, 3.011, -3.470], [-3.963, 1.558, -3.617], [-4.744, 0.648, -1.477], [-6.110, 0.953, -2.442], [-4.947, 2.295, -0.289], [-3.630, -2.073, -7.341], [-2.886, -0.757, -7.255], [-2.648, -0.329, -5.913], [-4.658, -1.923, -7.009], [-3.083, -2.864, -6.828], [-3.794, -2.357, -8.381], [-3.473, -0.041, -7.831], [-1.913, -0.856, -7.737], [-2.581, 0.629, -5.913], [-4.498, -2.500, -1.736], [-4.400, -1.973, -3.174], [-3.234, -2.483, -3.832], [-3.854, -1.938, -1.058], [-4.147, -3.529, -1.641], [-5.526, -2.456, -1.377], [-4.253, -0.894, -3.132], [-5.303, -2.122, -3.767], [-3.443, -3.416, -3.932], [-1.483, 5.126, -0.640], [-0.588, 6.343, -0.602], [-1.303, 7.555, -0.414], [-0.895, 4.217, -0.514], [-2.002, 5.096, -1.599], [-2.291, 5.141, 0.093], [-0.037, 6.404, -1.540], [0.128, 6.215, 0.212], [-1.977, 7.364, 0.243], [0.762, 3.338, -2.663], [1.521, 2.642, -3.765], [1.630, 1.251, -3.527], [1.305, 3.259, -1.720], [-0.198, 2.848, -2.502], [0.549, 4.378, -2.912], [2.449, 3.186, -3.947], [0.917, 2.832, -4.655], [0.989, 0.771, -4.068], [-0.034, 5.237, 3.124], [-0.567, 3.841, 3.534], [0.470, 2.946, 3.736], [0.276, 5.331, 2.084], [0.806, 5.491, 3.772], [-0.833, 5.965, 3.273], [-1.275, 3.564, 2.752], [-1.209, 3.975, 4.406], [0.829, 3.227, 4.583], [-4.415, 4.097, 2.214], [-4.048, 2.633, 2.148], [-3.641, 2.213, 0.873], [-5.225, 4.297, 1.512], [-3.567, 4.746, 1.994], [-4.791, 4.407, 3.190], [-4.938, 2.050, 2.386], [-3.308, 2.361, 2.902], [-2.689, 2.133, 0.763], [-3.003, -0.787, 2.768], [-1.765, -0.708, 3.696], [-1.137, 0.579, 3.614], [-3.706, 0.021, 2.968], [-3.464, -1.742, 3.022], [-2.727, -0.766, 1.714], [-1.035, -1.446, 3.366], [-2.025, -0.963, 4.724], [-1.615, 1.195, 4.174]], "mulliken_charge": [2.864, 2.979, -1.409, 2.054, -1.473, -0.704, -1.378, 1.733, -0.376, 0.312, -1.180, -1.332, -1.427, 0.610, 0.135, -0.538, 0.363, 0.451, 0.339, 0.426, 0.364, 0.497, 0.293, 0.501, -0.395, -0.187, 0.462, 0.406, 0.445, 0.420, -0.191, -0.768, 0.165, 0.278, -0.728, -0.905, 0.243, 1.275, -0.901, -1.295, -0.752, 0.363, 0.414, -0.634, 0.413, -0.465, -0.786, -0.047, 1.879, 0.211, -1.614, -2.061, -0.253, 0.377, 0.697, -1.531, -0.516, 0.174, 0.469, 0.403, 0.195, 0.257, 0.508, -0.029, -0.317, -0.062, -0.622, 0.501, -0.076, -0.148, 0.412, -0.029, 0.030, 0.257, 0.014, -0.630, 0.652, -0.456, -0.563, -0.149, 0.435, 0.335, -1.581, 0.213, -0.074, 0.488, 0.238, 0.354, 0.273, 0.267, -0.260, 0.367, -0.039, -0.618, -0.411, 0.485, -0.380, -0.139, 0.433, 0.442, -1.221, -0.201, -0.471, 0.324, 0.192, 0.440, 0.473, 0.207, 0.209, -0.866, 0.159, -0.185, -0.080, 0.461, 0.449, -0.395, 0.501, 0.260, -0.115, -0.291, -0.575, -0.319, 0.426, 0.154, 0.254, 0.195, 0.325, 0.356, -0.725, -0.139, -0.103, -0.335, 0.351, 0.333, 0.373, 0.060, -0.897, 0.049, -0.122, -0.228, 0.340, 0.464, -0.340, 0.523, 0.161, -1.332, 0.137, -0.249, 0.401, 0.036, 0.439, 0.488, -0.121, -0.470, -1.032, -0.020, -0.784, 0.324, 0.540, -0.057, -0.198, 0.578, 0.143], "charge": -1, "orbital_gap_ev": 5.16, "e_tot_ev": -145656.425, "spin_multiplicity": 1, "relative_energy_kj_mol": 401.2}